Record 1
Below is a 2-piece molecular cluster, C20H41BBrCl3I2O7P overall, with properties calculated with ωB97M-V with the def2-TZVPD basis set.

Structure (XYZ):
```
76
Properties=species:S:1:pos:R:3:forces:R:3:mulliken_charge:R:1
I 1.600662 -5.581824 0.838593 -0.082 0.638 0.085 0.05
I 3.965363 -3.465769 2.959820 -0.138 0.288 -0.109 0.03
Br -3.997063 -3.371563 1.609184 0.072 0.511 0.036 -0.24
Cl 7.883480 -2.532752 1.137989 0.025 0.090 -0.003 -0.11
Cl 7.753942 -0.354503 -0.782711 0.045 0.007 0.048 -0.13
Cl 6.263953 -0.189380 1.707525 0.117 -0.027 -0.049 -0.07
P -1.128322 -0.854461 1.846952 0.777 0.346 1.934 1.02
O -0.803027 -2.529186 1.528850 0.782 1.314 -1.327 -0.57
O -0.323015 4.977996 -2.286044 -0.371 0.380 0.181 -0.37
O -4.060935 1.053761 0.816309 1.128 -0.750 -1.127 -0.67
O -2.378260 -0.681632 0.642637 -0.455 1.278 -0.403 -0.83
O 1.299467 0.266754 2.863125 -0.378 -0.170 1.062 -0.34
O 0.093328 -0.369700 0.699635 -0.524 -1.006 -0.413 -0.69
O -1.894622 1.665059 -0.091958 -0.821 -0.567 0.074 -0.51
C 1.049009 1.603816 3.239315 0.190 0.764 -0.987 -0.73
C -1.834046 3.756857 -3.763923 0.468 0.787 1.213 -0.88
C 0.488741 -1.393047 -0.195422 -1.035 0.006 -0.355 0.66
C 0.208536 -2.763001 0.537305 -0.430 -1.291 1.373 0.17
C 0.560556 -1.412535 -2.834558 -0.046 0.692 0.849 -0.90
C 7.734495 -0.783508 0.933158 -0.189 -0.036 0.053 -0.05
C 0.782551 0.088618 -3.259569 1.140 -0.595 -0.697 -0.07
C 3.535751 -2.757768 0.003491 1.036 0.143 0.428 -0.60
C -0.053121 5.182239 -0.911236 0.768 0.484 0.522 -0.55
C 1.374794 -3.454082 1.358240 0.585 1.090 0.459 -1.63
C -0.331943 -1.425661 -1.537768 -0.257 -0.159 -0.632 -0.86
C -1.287032 1.258225 -4.401077 0.095 0.929 -0.621 -0.75
C -3.758633 -1.794394 2.780458 -0.421 -0.061 2.371 0.37
C -1.704001 4.722684 -2.524059 -0.545 -1.460 -0.025 -0.30
C 2.731716 -2.672649 1.343377 -0.432 -0.484 -1.020 0.04
C -4.584470 -2.113991 4.110536 0.295 -0.141 -0.958 -1.21
C 0.219981 -0.622775 3.240005 0.062 -0.450 0.300 -0.99
C 0.073775 0.511275 -4.590726 -0.711 -0.735 0.233 -0.94
C -1.275236 2.379455 -3.302081 -0.232 -0.283 -0.509 0.35
C -2.282333 -1.528732 3.211657 -0.767 0.420 -0.547 -1.42
B -2.732827 0.648842 0.446307 -0.284 -0.979 0.824 1.00
H -1.516715 1.768327 -5.373140 0.118 -0.467 0.576 0.43
H -5.652083 -1.809134 4.012750 0.705 -0.304 0.046 0.32
H -2.143657 0.563735 -4.239860 0.750 0.281 0.085 0.33
H 0.629049 -1.626165 3.520596 0.158 0.719 -0.215 0.14
H -1.813065 -2.418391 3.690945 -0.491 0.378 -0.471 0.30
H -4.331784 1.631987 0.095734 -0.212 0.486 0.348 0.23
H 1.567995 -1.855896 -2.633120 -0.791 0.113 -0.005 0.26
H 2.529915 -1.610264 1.615061 0.076 -0.778 -0.005 0.28
H -2.082392 4.145738 -1.640674 -0.033 0.509 -0.587 0.18
H -2.313375 5.648702 -2.631576 0.556 -0.297 -0.010 0.35
H 1.767806 1.974297 4.013835 -0.551 -0.401 -0.318 0.23
H 3.367881 -3.688213 -0.573555 -0.161 0.461 0.485 0.20
H 0.243846 4.240245 -0.387367 -0.517 0.460 -0.401 0.13
H -2.908480 3.729873 -4.059152 0.745 -0.122 0.027 0.33
H -4.523534 -3.212519 4.278831 -0.088 0.848 0.277 0.32
H 1.207829 2.231001 2.321795 -0.060 -0.285 0.675 0.15
H -0.161558 -0.436890 -5.137888 0.270 0.673 0.259 0.35
H 3.390784 -1.887798 -0.670309 -0.184 -0.491 0.522 0.20
H 1.881592 0.211093 -3.434640 -0.743 0.060 0.158 0.37
H -4.105133 -1.542696 4.929434 -0.440 -0.421 -0.259 0.33
H 0.097722 -2.041972 -3.622183 0.205 0.565 0.255 0.35
H 8.585464 -0.311593 1.410613 -0.055 -0.042 -0.058 0.35
H -4.261797 -0.926833 2.320211 0.711 -0.574 -0.263 0.14
H -1.214364 4.230005 -4.562047 -0.522 -0.575 0.229 0.33
H -1.004887 -2.312510 -1.601777 0.435 0.606 0.399 0.80
H -0.898125 5.678897 -0.385124 0.374 -0.429 -0.270 0.31
H 0.820406 5.870603 -0.815652 -0.556 -0.448 -0.231 0.27
H -0.006456 1.790299 3.543645 0.720 -0.265 0.036 0.36
H 0.753655 1.068398 -5.276393 -0.457 -0.061 0.726 0.33
H -0.267180 -3.577048 -0.057347 0.756 0.919 -0.395 0.77
H 0.542776 0.722792 -2.383471 0.002 -0.206 -0.650 -0.03
H -1.883139 2.020195 -2.447178 0.517 0.364 -0.319 -0.33
H -1.393258 2.040472 0.637652 0.310 -0.059 -0.027 0.18
H -0.224718 -0.205776 4.182297 0.060 -0.390 -0.709 0.63
H -1.482185 0.529121 2.206521 0.281 0.150 -0.154 0.21
H -2.337559 -0.753105 4.018531 -0.053 -0.383 -0.710 0.61
H -0.240207 2.549656 -2.929918 -0.733 -0.106 -0.239 0.35
H 1.532234 -1.128414 -0.458943 -0.422 -0.695 0.259 0.11
H 1.034494 -3.474671 2.415585 0.104 -0.246 -0.874 0.74
H -0.997951 -0.534404 -1.540272 0.471 -0.568 -0.050 -0.41
H 4.618939 -2.753811 0.274219 -0.720 0.051 -0.402 0.24
```
Positions in Å, forces in eV/Å.

Output
- E_HOMO (eV) = -4.940
- total charge = -1

Record 2
Below is C3H3O2Ru as an isolated structure, with properties calculated with ωB97M-V with the def2-TZVPD basis set.

Structure (XYZ):
```
9
Properties=species:S:1:pos:R:3:forces:R:3:mulliken_charge:R:1
Ru 2.989651 0.506873 0.334887 2.066 -1.086 1.214 1.02
O -0.282722 1.149634 -0.059951 -3.438 -2.122 0.052 -0.17
O 1.737860 1.583178 -0.748085 -1.626 0.461 -0.329 -0.40
C 0.999604 0.822808 -0.068091 1.618 0.933 -1.286 0.48
C -0.827279 -1.163873 -0.074398 0.247 -2.876 -1.163 -0.45
C -1.201796 0.110252 0.120639 1.802 4.375 2.291 0.44
H -1.330057 -1.942597 0.500349 -0.019 0.004 -0.095 0.31
H -1.983040 0.404321 0.823175 -0.582 0.270 -0.856 0.40
H -0.102217 -1.470593 -0.828528 -0.067 0.042 0.173 0.37
```
Positions in Å, forces in eV/Å.

Output
- E_HOMO (spin up / spin down) (eV) = -18.838 / -20.237
- total charge = +2
- multiplicity = 6

Which formula does entry 2 have?
C3H3O2Ru